The following is a quantum chemistry calculation of a molecular structure, C32H79Cl2N5 in a non-equilibrium geometry, from the Open Molecules 2025 dataset.

Output
DFT total energy = -66938.5175 eV
charge = 0
HOMO energy = -0.285 hartree
ΔE to the lowest compared entry with this formula, charge and spin = 1861.43 kJ/mol

Geometry as XYZ:
```
118
Properties=species:S:1:pos:R:3:forces:R:3
Cl 25.486000 23.787000 27.733000 0.7 -0.7 -0.5
C 24.428000 23.675000 26.279000 0.4 0.3 -1.6
C 23.387000 22.525000 26.442000 0.3 0.9 -1.1
Cl 22.262000 23.021000 27.769000 -0.2 -0.3 -0.6
H 24.871000 23.919000 25.216000 0.2 -1.9 2.0
H 24.134000 24.677000 26.369000 -2.2 1.1 0.2
H 23.900000 21.659000 26.830000 0.2 -0.4 0.0
H 22.857000 22.206000 25.462000 0.6 0.9 1.7
C 16.240000 20.991000 22.154000 1.7 0.0 -2.8
C 17.531000 20.744000 23.026000 -3.2 3.0 1.3
N 18.620000 21.585000 22.600000 -1.5 -0.3 -2.2
C 19.549000 22.005000 23.571000 -7.9 1.3 3.4
C 19.861000 21.132000 24.644000 5.6 0.3 2.9
C 19.252000 21.137000 21.396000 1.0 -1.5 0.1
C 19.748000 22.235000 20.455000 -2.9 3.0 6.2
H 15.981000 21.997000 21.966000 -0.1 1.8 1.3
H 15.328000 20.500000 22.340000 -0.8 -1.0 1.0
H 16.334000 20.865000 21.033000 0.8 -1.1 0.9
H 17.730000 19.691000 23.039000 0.3 -0.8 0.5
H 17.132000 21.197000 24.067000 1.3 -1.5 -1.8
H 18.855000 22.599000 24.210000 0.0 1.3 -0.7
H 20.201000 22.688000 23.317000 3.8 2.9 -2.0
H 19.206000 20.356000 24.823000 -1.4 -1.3 0.8
H 20.305000 21.718000 25.599000 -1.7 -1.2 -1.8
H 20.783000 20.787000 24.279000 1.7 -2.3 0.2
H 18.696000 20.363000 20.823000 -0.3 0.8 0.5
H 20.068000 20.510000 21.858000 0.4 0.4 -1.4
H 19.079000 23.078000 20.187000 0.1 -0.8 0.5
H 20.081000 21.819000 19.696000 2.3 -4.1 -7.8
H 20.676000 22.621000 20.761000 1.1 1.2 1.4
C 18.507000 18.280000 29.066000 -2.9 10.4 1.9
C 19.638000 18.476000 29.995000 -3.9 6.3 0.6
N 19.663000 19.840000 30.651000 -2.3 1.7 -4.7
C 20.503000 20.082000 31.719000 -1.5 -3.5 0.7
C 21.744000 19.364000 31.762000 4.4 -0.2 -4.4
C 19.909000 20.971000 29.683000 1.4 -0.3 9.1
C 19.323000 22.293000 30.150000 4.0 -1.1 5.7
H 18.392000 17.391000 28.831000 -1.4 -8.5 -2.0
H 18.631000 18.836000 28.157000 0.6 0.3 -0.8
H 17.443000 18.844000 29.385000 2.7 -2.0 -0.1
H 20.429000 18.381000 29.461000 5.7 -0.8 -3.4
H 19.607000 17.760000 30.642000 0.0 -4.0 4.6
H 20.066000 19.487000 32.414000 -2.4 -1.3 3.1
H 20.458000 21.007000 32.183000 0.3 2.1 0.0
H 22.087000 18.524000 31.025000 -1.4 1.6 0.5
H 21.856000 18.856000 32.616000 0.8 -1.3 3.6
H 22.464000 20.127000 31.607000 1.9 0.2 0.3
H 19.519000 20.935000 28.864000 -5.5 -1.9 -9.3
H 20.886000 20.996000 29.337000 2.8 0.6 0.3
H 19.944000 22.758000 31.143000 -1.7 -1.1 -2.7
H 18.321000 22.314000 30.414000 -1.9 -0.6 0.4
H 19.486000 22.923000 29.408000 0.7 3.3 -3.3
C 23.283000 25.379000 22.979000 2.8 0.9 0.1
C 22.376000 26.130000 23.971000 2.3 -1.3 -0.9
N 23.178000 27.079000 24.742000 -3.5 -1.7 1.9
C 23.727000 28.158000 24.009000 2.8 -6.6 -4.1
C 22.953000 28.749000 23.005000 -3.4 6.8 -0.2
C 22.438000 27.432000 25.966000 -0.8 0.3 1.7
C 23.420000 28.034000 27.056000 -4.8 0.5 -0.5
H 22.650000 24.634000 22.600000 -0.5 -1.4 -1.0
H 24.285000 24.881000 23.430000 -2.5 1.2 -0.7
H 23.658000 26.023000 22.130000 -0.5 -0.7 0.8
H 21.919000 25.293000 24.474000 0.3 0.0 1.7
H 21.504000 26.431000 23.427000 -0.5 1.3 -0.6
H 24.533000 27.623000 23.355000 -0.3 0.7 1.4
H 24.233000 28.650000 24.686000 2.4 3.6 2.9
H 22.263000 28.268000 22.375000 -0.7 -1.4 -0.3
H 23.341000 29.540000 22.368000 1.6 -0.6 -0.5
H 22.406000 29.583000 23.556000 -0.9 -1.1 -0.3
H 22.037000 26.492000 26.414000 0.7 0.3 -0.4
H 21.427000 27.994000 25.911000 1.6 -0.1 -0.6
H 23.744000 29.008000 26.806000 0.5 1.0 -0.1
H 24.128000 27.332000 27.087000 3.4 -2.3 0.3
H 22.901000 28.013000 28.037000 0.3 0.3 -0.6
C 26.868000 19.027000 22.634000 -7.5 4.1 2.3
C 26.098000 19.354000 21.373000 -1.1 0.5 -2.7
N 24.625000 19.336000 21.574000 -0.3 -1.9 -4.2
C 24.002000 20.168000 22.560000 -0.1 -7.3 2.4
C 24.443000 21.407000 22.569000 4.7 11.5 0.0
C 24.118000 19.438000 20.162000 -5.6 1.5 4.4
C 22.580000 18.994000 20.092000 -0.6 0.9 4.4
H 26.793000 19.970000 23.381000 -0.6 -1.8 -1.2
H 27.802000 19.088000 22.621000 8.2 -0.6 -1.1
H 26.465000 18.194000 23.189000 -0.1 -0.4 -0.2
H 26.254000 18.479000 20.646000 0.0 1.3 0.9
H 26.266000 20.412000 20.567000 0.6 -2.7 2.8
H 24.414000 19.673000 23.406000 0.2 -0.5 1.6
H 22.955000 20.164000 22.824000 -0.8 -1.0 -1.1
H 25.546000 21.619000 22.231000 -1.9 -0.8 0.3
H 24.484000 22.063000 23.524000 -0.7 -1.5 -1.0
H 23.830000 21.982000 21.887000 0.1 0.9 -0.4
H 24.536000 18.796000 19.553000 2.9 -3.1 -2.8
H 24.140000 20.431000 19.780000 0.5 1.1 -0.5
H 22.155000 18.840000 19.137000 -0.1 -0.2 -1.1
H 21.883000 19.730000 20.666000 1.3 -0.5 -1.4
H 22.333000 18.131000 20.810000 0.9 0.5 -1.5
C 22.193000 18.470000 26.670000 3.4 -0.1 -1.5
C 23.657000 18.256000 26.249000 -0.7 1.8 -3.7
N 24.666000 19.086000 27.052000 0.1 -1.7 -2.3
C 24.523000 18.830000 28.451000 -1.6 4.2 -0.3
C 24.620000 17.509000 28.959000 6.9 -1.2 -4.6
C 26.019000 18.947000 26.551000 1.7 -1.0 -0.1
C 26.973000 20.062000 26.985000 -3.9 -0.5 1.6
H 21.697000 17.965000 27.353000 -1.3 -2.5 4.5
H 21.693000 18.085000 25.887000 -1.8 -1.4 -3.4
H 21.834000 19.427000 26.651000 -0.2 3.0 0.4
H 23.418000 18.711000 25.113000 1.7 0.0 2.6
H 23.873000 17.244000 25.710000 0.2 0.9 2.4
H 23.521000 19.159000 28.529000 -1.5 0.4 1.0
H 25.047000 19.657000 29.037000 -0.1 -1.4 -0.6
H 24.358000 16.661000 28.391000 -0.6 -0.5 -1.8
H 24.155000 17.332000 29.748000 -3.9 -0.9 7.5
H 25.713000 17.344000 29.107000 -0.5 -0.4 0.5
H 25.939000 19.056000 25.490000 0.0 -0.5 -0.9
H 26.576000 17.971000 26.834000 -1.2 0.9 -0.6
H 26.509000 20.968000 26.582000 -0.4 0.6 1.6
H 27.829000 20.165000 26.487000 3.8 -0.9 -2.2
H 27.211000 19.837000 28.037000 -0.3 1.4 -0.1
```
Positions in Å, forces in eV/Å.